The following is a quantum chemistry calculation of a cluster of 12 separate species, CH27O12 in total, from the Open Molecules 2025 dataset.

```
! wB97M-V def2-TZVPD RIJCOSX def2/J DEFGRID3
* xyz 1 1
O -3.738 -0.246 -3.904
H -2.936 -0.386 -4.412
H -3.812 -0.767 -3.101
H -3.775 0.699 -3.739
O -3.304 -1.970 1.800
H -3.118 -2.855 2.122
H -2.509 -1.446 1.674
H -3.778 -2.043 0.969
C -0.314 0.460 -0.278
O -0.319 -0.076 1.003
H -1.072 -0.010 -0.904
H -0.499 1.534 -0.252
H 0.698 0.336 -0.665
O 2.313 1.684 3.715
H 2.811 1.062 4.246
H 1.801 1.136 3.121
O -3.753 2.984 -1.841
H -3.336 3.777 -2.179
H -3.875 3.156 -0.908
O -1.689 0.891 4.592
H -1.043 0.772 3.896
H -1.458 0.234 5.249
O 2.198 -2.517 2.606
H 3.088 -2.204 2.442
H 1.633 -1.830 2.252
O 3.018 2.035 -3.322
H 3.066 1.633 -2.455
H 3.852 1.814 -3.735
O 0.292 5.188 0.447
H -0.589 5.311 0.799
H 0.343 4.254 0.246
O 2.923 -2.521 -2.668
H 2.511 -2.310 -3.506
H 2.210 -2.865 -2.130
O 4.620 -1.105 0.588
H 4.642 -0.164 0.760
H 3.979 -1.205 -0.116
O -0.015 -4.318 -0.746
H -0.757 -4.651 -1.251
H -0.311 -3.471 -0.413
*
```

Results
max |F|	3.003	eV/Å
DFT total energy	-26030.9253	eV
gap between HOMO and LUMO	4.0	eV
ΔE to the lowest compared entry with this formula, charge and spin	129.7	kcal per mole



The following is a quantum chemistry calculation of a cluster of 2 separate species, CH2BN3O8 in total, from the Open Molecules 2025 dataset.

```
! wB97M-V def2-TZVPD RIJCOSX def2/J DEFGRID3
* xyz 0 1
B -1.310 -0.243 -0.085
C 0.241 -0.614 -0.408
N 0.947 -0.071 -1.472
N 1.042 1.503 0.925
N 0.995 -1.406 0.482
O 0.710 1.068 -1.934
O 1.852 -0.806 -1.806
O 1.553 2.085 0.100
O 0.611 1.296 1.977
O 0.639 -2.508 0.771
O 1.963 -0.790 0.952
O -2.162 -0.214 -1.063
O -1.633 0.139 1.147
H -2.998 0.173 -0.977
H -2.449 0.388 1.391
*
```

Results
max |F|	4.994	eV/Å
DFT total energy	-22586.0977	eV
gap between HOMO and LUMO (spin up / spin down)	9.1 / 6.2	eV
ΔE to the lowest compared entry with this formula, charge and spin	68.8	kcal per mole



The following is a quantum chemistry calculation of a structure of composition CH2Br2S, from the Open Molecules 2025 dataset.

```
! wB97M-V def2-TZVPD RIJCOSX def2/J DEFGRID3
* xyz 0 1
C 0.134 -0.293 -0.295
S -0.581 1.413 -0.138
Br -0.792 -1.879 0.465
Br 1.945 -0.249 0.231
H 0.160 -0.609 -1.517
H -0.866 1.618 1.254
*
```

Results
max |F|	3.835	eV/Å
DFT total energy	-151988.4461	eV
gap between HOMO and LUMO	9.7	eV
ΔE to the lowest compared entry with this formula, charge and spin	12.7	kcal per mole



The following is a quantum chemistry calculation of an isolated molecule of CH2BrClO, from the Open Molecules 2025 dataset.

```
! wB97M-V def2-TZVPD RIJCOSX def2/J DEFGRID3
* xyz 0 1
O -0.624 -0.341 -0.453
C 0.487 0.495 0.302
Cl 0.315 2.146 -0.170
Br 2.303 -0.216 0.003
H -0.866 0.364 -1.095
H 0.318 0.312 1.330
*
```

Results
max |F|	4.318	eV/Å
DFT total energy	-85680.9450	eV
gap between HOMO and LUMO	11.3	eV
ΔE to the lowest compared entry with this formula, charge and spin	8.0	kcal per mole
SMILES	O[C@H](Cl)Br



The following is a quantum chemistry calculation of a structure of composition CH2BrIO2S, from the Open Molecules 2025 dataset.

```
! wB97M-V def2-TZVPD RIJCOSX def2/J DEFGRID3
* xyz 0 1
C -0.470 0.755 -0.056
O 0.481 -1.245 1.459
O 0.211 -1.644 -0.904
S 0.529 -0.709 0.088
Br 2.519 0.188 -0.171
I -2.436 0.017 0.023
H -0.367 1.425 0.668
H -0.467 1.212 -1.107
*
```

Results
max |F|	5.580	eV/Å
DFT total energy	-94141.4310	eV
gap between HOMO and LUMO	9.6	eV
ΔE to the lowest compared entry with this formula, charge and spin	13.2	kcal per mole



The following is a quantum chemistry calculation of a structure of composition CH2BrN2O3, from the Open Molecules 2025 dataset.

```
! wB97M-V def2-TZVPD RIJCOSX def2/J DEFGRID3
* xyz 1 1
C 0.545 0.166 -0.901
N 0.420 0.878 0.233
N -0.745 0.407 0.981
O 1.584 1.112 0.799
O 0.466 0.190 -2.039
O -1.374 -0.423 0.071
Br 1.353 -2.111 -0.290
H -0.377 -0.116 1.843
H -1.873 -0.103 -0.698
*
```

Results
max |F|	4.058	eV/Å
DFT total energy	-80217.9736	eV
gap between HOMO and LUMO (spin up / spin down)	8.0 / 6.4	eV
ΔE to the lowest compared entry with this formula, charge and spin	71.3	kcal per mole



The following is a quantum chemistry calculation of the ion CH2BrN2O3 with charge +1, from the Open Molecules 2025 dataset.

```
! wB97M-V def2-TZVPD RIJCOSX def2/J DEFGRID3
* xyz 1 1
O -2.845 -0.782 -2.388
N -2.085 -0.604 -1.547
C -1.268 -0.539 -0.700
N -0.378 0.099 0.191
O 0.868 -0.348 0.272
O -0.465 1.538 -0.312
Br 0.661 3.207 0.136
H -0.717 0.202 1.171
H 1.371 -0.283 -0.479
*
```

Results
max |F|	4.872	eV/Å
DFT total energy	-80216.7647	eV
gap between HOMO and LUMO (spin up / spin down)	7.9 / 7.9	eV
ΔE to the lowest compared entry with this formula, charge and spin	99.2	kcal per mole
SMILES	[O-][N+]#C[N@@H+](O)OBr



The following is a quantum chemistry calculation of a structure of composition CH2BrNO4, from the Open Molecules 2025 dataset.

```
! wB97M-V def2-TZVPD RIJCOSX def2/J DEFGRID3
* xyz 0 1
C 1.728 0.055 -0.062
N -1.545 0.063 -0.511
O -1.399 -1.078 -0.108
O -2.467 0.786 0.215
O 1.453 -1.168 0.165
O 0.983 0.975 -0.227
Br 3.551 0.150 0.258
H 0.494 -1.399 0.462
H -2.797 1.615 -0.192
*
```

Results
max |F|	4.922	eV/Å
DFT total energy	-80788.7444	eV
gap between HOMO and LUMO	10.0	eV
ΔE to the lowest compared entry with this formula, charge and spin	29.8	kcal per mole



The following is a quantum chemistry calculation of an isolated molecule of CH2BrNOS, from the Open Molecules 2025 dataset.

```
! wB97M-V def2-TZVPD RIJCOSX def2/J DEFGRID3
* xyz 0 3
C -1.297 0.405 0.804
N -0.005 0.576 0.432
O -2.201 -0.166 0.285
S 0.629 -0.280 -0.988
Br -1.530 1.263 2.563
H 0.647 1.234 0.937
H -0.578 -0.776 -1.198
*
```

Results
max |F|	4.111	eV/Å
DFT total energy	-85480.9482	eV
gap between HOMO and LUMO (spin up / spin down)	6.6 / 7.8	eV
expectation value of S²	2.007
ΔE to the lowest compared entry with this formula, charge and spin	0.0	kcal per mole



The following is a quantum chemistry calculation of a structure of composition CH2BrO3S, from the Open Molecules 2025 dataset.

```
! wB97M-V def2-TZVPD RIJCOSX def2/J DEFGRID3
* xyz -1 1
C -0.878 0.265 -0.640
O 1.720 -1.096 -0.429
O 1.333 1.047 0.756
O 0.292 -1.047 1.499
S 0.886 -0.315 0.465
Br -1.771 0.813 0.879
H -0.509 0.966 -1.395
H -1.071 -0.633 -1.135
*
```

Results
max |F|	5.499	eV/Å
DFT total energy	-88090.1902	eV
gap between HOMO and LUMO	7.8	eV
ΔE to the lowest compared entry with this formula, charge and spin	27.8	kcal per mole



The following is a quantum chemistry calculation of an isolated molecule of CH2Cl2, from the Open Molecules 2025 dataset.

```
! wB97M-V def2-TZVPD RIJCOSX def2/J DEFGRID3
* xyz 0 1
Cl -3.368 13.722 -12.651
C -4.458 12.404 -13.159
Cl -5.528 12.896 -14.371
H -3.893 11.726 -13.797
H -5.000 11.851 -12.392
*
```

Results
max |F|	2.925	eV/Å
DFT total energy	-26113.8865	eV
gap between HOMO and LUMO	11.9	eV
ΔE to the lowest compared entry with this formula, charge and spin	8.0	kcal per mole
SMILES	ClCCl



Look up the max |F| of the fourth one. 4.318 eV/Å



What is the ΔE to the lowest compared entry with this formula, charge and spin in the sixth record? 71.3 kcal per mole